1.
{
  "formula": "C16H10AuN5O",
  "method": "ωB97M-V/def2-TZVPD",
  "elements": ["Au", "C", "C", "N", "C", "C", "C", "C", "C", "C", "C", "C", "C", "N", "C", "H", "H", "H", "H", "H", "H", "H", "H", "N", "C", "C", "C", "N", "C", "N", "O", "H", "H"],
  "positions_angstrom": [[-1.183483, -0.436213, 2.833888], [-0.657079, -3.482166, -1.177922], [-1.772713, -2.933835, -0.422110], [-1.776268, -1.759561, 0.081006], [-0.693464, -0.885498, -0.187121], [0.361812, -1.376534, -1.156715], [0.435756, -2.713354, -1.497379], [0.957294, -0.236813, -1.919652], [1.938709, 0.484195, -1.027508], [1.504822, 1.178775, 0.035749], [2.339499, 2.092787, 0.787449], [1.756713, 2.955807, 1.629839], [0.313508, 2.928774, 1.807473], [-0.497224, 2.080155, 1.287262], [0.052675, 1.071906, 0.448622], [-0.729886, -4.508201, -1.520775], [-2.617818, -3.582242, -0.215380], [1.214853, -3.088093, -2.150639], [1.393457, -0.541324, -2.868730], [2.982108, 0.470316, -1.315920], [3.404011, 2.101601, 0.591637], [2.323558, 3.699932, 2.171188], [-0.135721, 3.692774, 2.435659], [-0.213863, -0.282012, 1.074089], [-0.843646, 0.570013, -0.693222], [-0.342412, 0.668590, -2.115243], [-0.013611, 2.026421, -2.533404], [0.298138, 3.099757, -2.785839], [-1.244041, -0.066411, -3.009063], [-1.884687, -0.814511, -3.596327], [-2.145386, -0.597527, 4.697294], [-1.615795, -0.637993, 5.505315], [-2.909817, -1.179515, 4.806477]],
  "forces_ev_per_angstrom": [[0.248, -0.167, -0.235], [0.096, 0.022, -0.046], [-0.017, 0.002, 0.016], [-0.070, 0.050, 0.012], [0.097, -0.292, -0.038], [-0.025, 0.093, 0.024], [-0.006, -0.070, 0.032], [-0.093, -0.004, -0.040], [-0.017, -0.015, 0.059], [0.050, -0.074, -0.095], [-0.055, 0.031, 0.032], [0.140, -0.036, -0.023], [-0.104, 0.094, -0.007], [-0.001, -0.045, -0.019], [-0.049, -0.112, 0.149], [0.033, -0.001, -0.022], [-0.025, 0.035, 0.034], [-0.004, -0.006, -0.007], [0.007, 0.031, -0.003], [0.011, -0.014, 0.030], [0.008, 0.023, 0.009], [0.034, -0.016, -0.009], [-0.015, -0.027, 0.021], [-0.228, 0.258, 0.453], [-0.028, 0.217, -0.299], [0.080, -0.095, 0.046], [-0.041, 0.025, 0.010], [0.008, 0.020, -0.012], [-0.008, 0.014, -0.039], [-0.029, -0.005, -0.001], [0.024, 0.055, -0.052], [-0.025, 0.005, 0.014], [0.005, 0.004, 0.005]],
  "mulliken_spin": [0.13, -0.01, 0.01, 0.01, -0.03, 0.08, 0.00, 0.07, -0.01, 0.08, 0.02, 0.00, 0.01, 0.02, -0.01, 0.00, 0.00, 0.00, 0.00, 0.00, 0.00, 0.00, 0.00, 0.77, 0.80, -0.01, 0.03, 0.00, 0.05, 0.00, 0.00, 0.00, 0.00],
  "multiplicity": 3,
  "s2": 2.011,
  "homo_ev": [-15.98, -15.93],
  "de_lowest_kj_mol": 578.2,
  "homo_lumo_gap_ha": [0.2109, 0.2108],
  "total_charge": 2
}


2.
{
  "formula": "Br2H2O2P",
  "method": "ωB97M-V/def2-TZVPD",
  "elements": ["O", "O", "P", "Br", "Br", "H", "H"],
  "positions_angstrom": [[-1.823453, -0.450169, -0.206104], [0.224368, -1.373372, 0.814093], [-1.073342, -1.725870, 0.081038], [2.294475, 3.123947, -0.879689], [0.977546, 1.429813, -0.300532], [-1.758154, 0.519437, -0.310562], [1.158560, -1.523786, 0.801756]],
  "forces_ev_per_angstrom": [[-0.740, 0.692, -0.414], [-1.106, 0.728, -0.043], [0.294, -0.942, 0.121], [0.565, 0.816, -0.319], [-0.508, -0.728, 0.318], [0.325, -0.120, 0.280], [1.169, -0.445, 0.058]],
  "nbo_charge": [-1.00, -1.02, 1.82, 0.09, -0.09, 0.60, 0.59],
  "homo_ev": -13.69,
  "de_lowest_kj_mol": 203.7,
  "homo_lumo_gap_ha": 0.2604,
  "total_charge": 1
}


3.
{
  "formula": "C3H6O2S",
  "method": "ωB97M-V/def2-TZVPD",
  "elements": ["O", "C", "C", "O", "C", "S", "H", "H", "H", "H", "H", "H"],
  "positions_angstrom": [[1.459927, -1.202671, -0.497700], [1.279697, -0.004599, 0.208744], [-0.231586, 0.256929, 0.315551], [-0.802695, -1.135990, 1.050565], [-1.217393, 0.948816, -0.536745], [-0.768442, 1.837074, 1.005960], [1.372691, -1.926462, 0.111249], [1.889833, -0.124452, 1.136180], [1.644191, 0.819058, -0.352395], [-1.717066, -1.210345, 0.703429], [-0.740974, 1.286018, -1.432864], [-2.264513, 0.582513, -0.559771]],
  "forces_ev_per_angstrom": [[0.620, 0.294, -1.218], [-0.974, -1.115, 0.023], [-1.170, -3.320, 3.781], [0.442, 3.294, -1.810], [0.539, -0.582, 0.484], [-0.070, -0.446, -0.352], [-0.307, -0.404, 0.380], [-1.235, 0.812, -0.097], [0.780, 0.659, -0.669], [0.796, 0.043, 0.344], [-0.403, 0.571, -0.666], [0.980, 0.194, -0.199]],
  "nbo_charge": [-0.71, -0.10, 0.16, -0.77, -0.51, 0.13, 0.48, 0.20, 0.19, 0.46, 0.23, 0.24],
  "homo_ev": -9.35,
  "de_lowest_kj_mol": 248.7,
  "homo_lumo_gap_ha": 0.3689,
  "total_charge": 0,
  "smiles": "OC[C@]1(O)CS1"
}


4.
{
  "formula": "C24H27N3O7S",
  "method": "ωB97M-V/def2-TZVPD",
  "elements": ["C", "O", "C", "C", "C", "C", "O", "C", "C", "N", "C", "O", "C", "S", "O", "O", "C", "C", "N", "C", "C", "O", "N", "C", "C", "O", "C", "C", "C", "C", "C", "C", "C", "C", "C", "H", "H", "H", "H", "H", "H", "H", "H", "H", "H", "H", "H", "H", "H", "H", "H", "H", "H", "H", "H", "H", "H", "H", "H", "H", "H", "H"],
  "positions_angstrom": [[2.269686, -4.475807, -0.742889], [2.098929, -3.682736, -1.895006], [0.993507, -2.889692, -1.971872], [0.866086, -2.113377, -3.120037], [-0.201142, -1.244638, -3.270380], [-1.161559, -1.131817, -2.276486], [-2.228829, -0.275963, -2.302482], [-2.289845, 0.678882, -3.340668], [-1.046539, -1.933795, -1.127479], [-2.009706, -1.743561, -0.127018], [-1.979895, -2.224461, 1.142482], [-1.305685, -3.156621, 1.525590], [-2.842849, -1.411801, 2.074942], [-2.154304, 0.296674, 2.046203], [-2.911817, 1.037683, 1.068078], [-2.121198, 0.799806, 3.391119], [-0.518475, 0.157244, 1.396013], [-0.156880, 0.722586, 0.205169], [1.133904, 0.419205, -0.086407], [1.833554, 0.857390, -1.267697], [1.221193, 2.159997, -1.791914], [0.644998, 2.184119, -2.864226], [1.337995, 3.248135, -1.009669], [1.987749, 3.356996, 0.279225], [0.967554, 3.831223, 1.327792], [0.368497, 5.041000, 0.936485], [-0.299461, 4.897599, -0.296595], [0.682360, 4.485262, -1.397627], [1.622959, -0.396144, 0.904145], [2.861897, -1.011731, 1.035052], [3.065718, -1.799516, 2.148012], [2.071512, -1.969256, 3.116293], [0.841166, -1.364051, 2.996610], [0.605251, -0.572593, 1.874938], [0.021036, -2.805594, -0.981647], [3.207291, -5.009050, -0.892319], [1.455850, -5.197655, -0.628788], [2.337418, -3.861438, 0.160799], [1.616598, -2.195791, -3.889714], [-0.263546, -0.642937, -4.161856], [-2.469634, 0.201100, -4.308466], [-1.374443, 1.275464, -3.389842], [-3.134197, 1.320201, -3.093152], [-2.624075, -0.959200, -0.321051], [-3.872183, -1.320390, 1.741470], [-2.790201, -1.790963, 3.090780], [-0.767162, 1.317804, -0.445019], [2.895398, 0.990950, -1.042516], [1.734540, 0.111024, -2.065597], [2.424106, 2.413838, 0.597227], [2.781849, 4.110074, 0.197084], [1.467237, 4.027568, 2.277474], [0.200700, 3.055573, 1.476465], [-0.740519, 5.869316, -0.521470], [-1.097660, 4.145769, -0.207433], [0.167048, 4.318757, -2.343605], [1.440775, 5.265443, -1.522774], [3.630658, -0.895068, 0.286241], [4.013912, -2.300166, 2.275279], [2.277761, -2.595759, 3.970373], [0.073209, -1.494973, 3.741461], [0.080225, -3.392170, -0.082586]],
  "forces_ev_per_angstrom": [[0.032, -0.117, 0.199], [-0.089, 0.183, -0.253], [-0.105, 0.292, -0.244], [0.143, -0.273, 0.165], [-0.207, 0.035, 0.108], [0.099, -0.132, 0.078], [0.076, -0.323, 0.368], [-0.030, 0.260, -0.221], [0.006, 0.078, -0.232], [-0.361, -0.037, -0.528], [-0.192, -0.392, -0.209], [-0.053, -0.020, 0.130], [0.617, 0.620, 0.155], [0.153, 0.377, 0.181], [-0.059, -0.128, -0.361], [0.151, -0.358, 0.117], [-0.676, 0.210, 0.108], [-0.280, 0.001, 0.133], [-0.288, 0.121, 0.210], [0.055, -0.064, -0.577], [0.364, -0.213, 0.154], [-0.121, -0.188, -0.336], [-0.065, 0.296, 0.020], [-0.041, 0.120, 0.495], [0.302, -0.276, 0.011], [-0.016, 0.194, 0.069], [0.128, 0.039, -0.338], [-0.411, 0.192, 0.000], [-0.127, -0.274, 0.638], [0.095, 0.027, -0.095], [0.087, 0.042, -0.086], [-0.089, -0.066, 0.151], [0.161, 0.035, -0.076], [0.451, -0.060, -0.048], [0.249, -0.225, 0.075], [-0.067, 0.005, 0.063], [0.007, 0.014, 0.006], [-0.020, -0.027, -0.027], [0.098, -0.010, -0.106], [-0.031, 0.104, -0.071], [-0.007, -0.011, 0.033], [-0.063, -0.073, 0.012], [0.037, -0.019, -0.076], [0.010, -0.082, 0.086], [-0.083, 0.103, -0.053], [0.063, -0.007, -0.022], [-0.122, 0.109, -0.201], [-0.087, 0.006, 0.066], [0.061, 0.231, 0.176], [0.028, -0.010, -0.037], [-0.015, -0.113, 0.050], [-0.012, -0.097, -0.042], [0.101, 0.086, 0.009], [-0.030, -0.088, -0.045], [0.022, 0.048, -0.026], [0.076, 0.073, 0.096], [-0.053, -0.021, -0.017], [0.094, -0.007, -0.085], [0.089, -0.028, 0.000], [0.004, -0.054, 0.092], [-0.077, -0.062, 0.117], [0.020, -0.044, 0.046]],
  "nbo_charge": [-0.26, -0.50, 0.30, -0.27, -0.26, 0.23, -0.52, -0.26, 0.20, -0.64, 0.68, -0.59, -0.74, 2.19, -0.96, -0.92, -0.46, 0.05, -0.36, -0.31, 0.68, -0.64, -0.43, -0.25, -0.07, -0.52, -0.08, -0.26, 0.21, -0.26, -0.21, -0.23, -0.16, -0.10, -0.35, 0.20, 0.18, 0.18, 0.23, 0.23, 0.17, 0.21, 0.20, 0.44, 0.27, 0.27, 0.25, 0.22, 0.25, 0.22, 0.20, 0.20, 0.18, 0.20, 0.17, 0.25, 0.20, 0.22, 0.22, 0.22, 0.23, 0.27],
  "homo_ev": -7.86,
  "de_lowest_kj_mol": 0.0,
  "homo_lumo_gap_ha": 0.3091,
  "total_charge": 0,
  "smiles": "COc1ccc(OC)c(NC(=O)CS(=O)(=O)c2cn(CC(=O)N3CCOCC3)c3ccccc23)c1"
}